1.
{"formula": "C13H18Cl2N2ORe", "method": "wB97M-V/def2-TZVPD", "s_squared": 3.87, "spin_multiplicity": 4, "species": ["Re", "Cl", "Cl", "C", "H", "H", "C", "C", "H", "C", "H", "C", "H", "H", "C", "H", "H", "C", "H", "H", "H", "H", "N", "C", "O", "C", "C", "C", "N", "C", "C", "H", "H", "H", "H", "H", "H"], "positions_angstrom": [[-1.66669, -0.02583, -0.39932], [-0.92764, 2.13942, -0.58486], [-1.84588, -2.26243, 0.02776], [-3.40403, 0.42242, 0.20575], [-4.20764, -0.34274, 0.39400], [-3.91943, 1.40597, 0.07713], [0.59530, -1.02178, -2.44661], [-0.69385, -0.62660, -2.36821], [0.95889, -1.78980, -1.76292], [-1.20069, 0.51648, -3.34082], [-1.48012, -1.44062, -2.38080], [-0.28523, 0.74643, -4.55244], [-2.20491, 0.25511, -3.68299], [-1.23191, 1.46188, -2.78554], [1.18926, 0.75095, -4.17440], [-0.42838, -0.02696, -5.31363], [-0.54579, 1.70424, -5.00914], [1.59367, -0.54235, -3.44220], [1.81139, 0.81610, -5.07876], [1.41974, 1.60681, -3.53101], [1.78149, -1.31348, -4.24041], [2.54710, -0.35606, -2.93104], [1.35098, -0.58243, 6.34263], [1.89292, -0.03302, 5.22151], [3.00869, 0.48049, 5.25993], [1.08382, -0.05848, 3.94967], [-0.19775, -0.59089, 3.83256], [-0.88000, -0.53474, 2.61695], [-0.34910, -0.00378, 1.49793], [0.89805, 0.52083, 1.59297], [1.62411, 0.48692, 2.78129], [1.90432, -0.55943, 7.18570], [0.46678, -1.08455, 6.38284], [-0.69076, -1.06140, 4.67358], [-1.88130, -0.94756, 2.50241], [1.28930, 0.98539, 0.68807], [2.62531, 0.90548, 2.79241]]}



2.
{"formula": "C38H25N11O8S2SeSn", "method": "wB97M-V/def2-TZVPD", "species": ["Sn", "C", "C", "C", "C", "N", "C", "C", "C", "C", "C", "C", "N", "H", "H", "H", "H", "H", "H", "H", "H", "Se", "N", "C", "C", "C", "C", "C", "N", "C", "C", "N", "C", "C", "C", "C", "C", "N", "H", "H", "H", "H", "H", "H", "O", "C", "O", "C", "C", "C", "C", "C", "C", "N", "O", "O", "N", "O", "O", "H", "H", "H", "N", "C", "C", "C", "C", "C", "C", "S", "O", "O", "N", "C", "S", "C", "C", "N", "H", "H", "H", "H", "H", "H", "H", "H"], "positions_angstrom": [[0.10007, -0.74588, -0.90531], [-0.82503, -5.36335, -2.34072], [0.41729, -5.91073, -2.60415], [1.53967, -5.09783, -2.56248], [1.37472, -3.75636, -2.25133], [0.17500, -3.23010, -2.00252], [-0.89732, -4.01118, -2.04282], [2.52707, -2.82024, -2.14647], [3.68129, -3.00282, -2.89419], [4.72375, -2.10241, -2.76210], [4.58938, -1.05211, -1.87328], [3.40256, -0.93797, -1.17544], [2.38794, -1.78743, -1.30607], [-1.72107, -5.96706, -2.34020], [0.51805, -6.96505, -2.82594], [2.52464, -5.50810, -2.73536], [-1.84265, -3.54239, -1.80211], [3.74472, -3.82226, -3.59597], [5.62111, -2.21388, -3.35579], [5.36955, -0.31711, -1.73927], [3.24872, -0.12067, -0.48349], [-2.31729, 6.38117, 2.97435], [-0.85702, 5.93085, 2.05557], [-1.02392, 4.70063, 1.65580], [-0.03647, 3.97133, 0.86455], [1.17691, 4.54361, 0.48727], [2.05999, 3.79467, -0.25809], [1.69349, 2.49959, -0.61477], [0.54022, 1.94486, -0.26975], [-0.31670, 2.65949, 0.47119], [-1.58206, 2.01452, 0.86676], [-1.76995, 0.76342, 0.45804], [-2.88830, 0.13621, 0.78175], [-3.89562, 0.73398, 1.53646], [-3.71209, 2.02891, 1.96516], [-2.53432, 2.69219, 1.63101], [-2.26406, 4.06613, 2.03799], [-3.08743, 4.78969, 2.74461], [1.39767, 5.55997, 0.78551], [3.01228, 4.19232, -0.58022], [2.35497, 1.89915, -1.23044], [-2.98143, -0.88841, 0.43152], [-4.79722, 0.18411, 1.76872], [-4.46088, 2.54678, 2.54988], [2.80689, 1.17286, -3.77465], [1.63041, 1.15621, -3.42750], [1.00610, 0.20357, -2.85361], [0.81042, 2.42798, -3.64901], [-0.45057, 2.56702, -3.08837], [-1.11118, 3.77664, -3.20119], [-0.58561, 4.85352, -3.88706], [0.66016, 4.67231, -4.45505], [1.37262, 3.49250, -4.34008], [1.25983, 5.80418, -5.19214], [0.64065, 6.84853, -5.21229], [2.37237, 5.64727, -5.64716], [-2.41619, 3.94049, -2.53097], [-3.01945, 4.97621, -2.71504], [-2.78421, 3.04628, -1.79294], [-0.90227, 1.74843, -2.54875], [-1.11562, 5.78890, -3.97083], [2.36106, 3.38857, -4.76373], [-2.80297, -3.46568, 7.16664], [-2.34870, -3.48834, 5.85216], [-1.38827, -4.41500, 5.44841], [-0.97517, -4.46810, 4.12811], [-1.52226, -3.60085, 3.19627], [-2.48429, -2.67552, 3.58625], [-2.89374, -2.61731, 4.90194], [-0.98143, -3.63563, 1.51747], [-2.14257, -3.75955, 0.67106], [0.04935, -4.64132, 1.42816], [-0.41857, -2.16255, 1.24665], [0.65247, -1.62974, 1.83929], [1.48513, -2.13418, 3.28451], [2.53962, -0.76592, 3.13824], [2.22432, -0.05325, 2.03950], [1.17702, -0.54025, 1.29442], [-2.16582, -3.84496, 7.84832], [-3.20671, -2.59313, 7.46683], [-0.96490, -5.09804, 6.17536], [-0.22511, -5.17991, 3.80987], [-2.90587, -1.99873, 2.85380], [-3.64536, -1.89775, 5.20539], [3.31675, -0.57063, 3.85708], [2.72145, 0.85465, 1.72685]]}



3.
{"formula": "C38H92BFNO17S13", "method": "wB97M-V/def2-TZVPD", "charge": -1, "species": ["C", "C", "C", "C", "C", "C", "C", "O", "B", "C", "C", "C", "C", "O", "N", "C", "O", "F", "O", "H", "H", "H", "H", "H", "H", "H", "H", "H", "H", "H", "H", "H", "H", "C", "S", "O", "C", "H", "H", "H", "H", "H", "H", "C", "S", "O", "C", "H", "H", "H", "H", "H", "H", "C", "S", "O", "C", "H", "H", "H", "H", "H", "H", "C", "S", "O", "C", "H", "H", "H", "H", "H", "H", "C", "S", "O", "C", "H", "H", "H", "H", "H", "H", "C", "S", "O", "C", "H", "H", "H", "H", "H", "H", "C", "S", "O", "C", "H", "H", "H", "H", "H", "H", "C", "S", "O", "C", "H", "H", "H", "H", "H", "H", "C", "S", "O", "C", "H", "H", "H", "H", "H", "H", "C", "S", "O", "C", "H", "H", "H", "H", "H", "H", "C", "S", "O", "C", "H", "H", "H", "H", "H", "H", "C", "S", "O", "C", "H", "H", "H", "H", "H", "H", "C", "S", "O", "C", "H", "H", "H", "H", "H", "H"], "positions_angstrom": [[2.72329, -3.48292, 2.74189], [2.58319, -2.73008, 1.78520], [2.11239, -1.78651, 0.61903], [2.60841, -0.29142, 0.78500], [1.93641, 0.47020, 2.02005], [0.37105, 0.69383, 1.85727], [0.00346, 1.74468, 3.04902], [-1.42825, 1.79684, 2.80629], [-1.80362, 0.39996, 2.50111], [-2.63261, -0.43686, 3.68707], [-2.13892, -1.94232, 3.69487], [-1.69272, -3.06990, 3.48136], [-2.87476, 0.27013, 1.22869], [-3.44191, 1.28095, 0.79797], [-3.10705, -1.09713, 0.73502], [-4.04748, -1.14925, -0.35294], [-3.88690, -0.74060, -1.46981], [-5.30525, -1.76274, -0.08332], [-0.53312, -0.34305, 2.24164], [2.71869, -3.94754, 3.76191], [2.55935, -2.24051, -0.34347], [0.97517, -1.82069, 0.56288], [2.34576, 0.29817, -0.15221], [3.74515, -0.31809, 0.88030], [2.20912, -0.00505, 3.01382], [2.42355, 1.50580, 2.03426], [0.27858, 1.15013, 0.82212], [0.59483, 2.68339, 2.84239], [0.21858, 1.15705, 3.99557], [-3.72684, -0.43727, 3.40734], [-2.51731, 0.01929, 4.71538], [-1.45308, -4.03993, 2.96826], [-2.20833, -1.53507, 0.50742], [5.51689, 0.43625, -2.37656], [4.96771, -1.24680, -2.70618], [4.40505, -1.79132, -1.43311], [6.61856, -1.94506, -2.90974], [4.63802, 1.05246, -2.17856], [6.17283, 0.45059, -1.50587], [6.04055, 0.82450, -3.24682], [7.20636, -1.78243, -2.00469], [7.10842, -1.47786, -3.76524], [6.51832, -3.01581, -3.08989], [6.20687, -3.46107, 2.95690], [6.24130, -1.68043, 3.22643], [7.09165, -1.07958, 2.15350], [7.23246, -1.73953, 4.73202], [5.66165, -3.65809, 2.03448], [7.22641, -3.84329, 2.86660], [5.69483, -3.94645, 3.78824], [8.18737, -2.23027, 4.53158], [6.68522, -2.28133, 5.50520], [7.41406, -0.71811, 5.06660], [3.04004, 1.70298, -7.07503], [2.87652, 0.77069, -5.54032], [3.98190, -0.23012, -5.50369], [1.37157, -0.10389, -6.01208], [3.94863, 2.30153, -7.01982], [3.10837, 1.01710, -7.92190], [2.18089, 2.36420, -7.19433], [1.54445, -0.67681, -6.92485], [0.56526, 0.61498, -6.16553], [1.10102, -0.78301, -5.20369], [5.82863, -7.42837, 1.29344], [4.18138, -7.20659, 1.99570], [4.25422, -6.06752, 2.94937], [4.18558, -8.72706, 2.96808], [6.05584, -6.56279, 0.67112], [6.56782, -7.50446, 2.09293], [5.84478, -8.32987, 0.67860], [5.02693, -8.72250, 3.66352], [4.25404, -9.58731, 2.30004], [3.25234, -8.77852, 3.52868], [4.06124, 6.54908, -8.47016], [2.34746, 6.02572, -8.24977], [2.34604, 4.90114, -7.26732], [2.16570, 5.30465, -9.89183], [4.40595, 6.99860, -7.53893], [4.68704, 5.68759, -8.71027], [4.11609, 7.28868, -9.27049], [2.91310, 4.52153, -10.03790], [2.28235, 6.08244, -10.64623], [1.16972, 4.87457, -9.96930], [-7.45560, -3.41178, 0.87885], [-9.14232, -3.98583, 1.14409], [-9.08755, -5.09349, 2.14321], [-9.34221, -4.73721, -0.48438], [-7.10439, -2.93598, 1.79493], [-6.80806, -4.25629, 0.63835], [-7.44083, -2.68444, 0.06707], [-8.57680, -5.49954, -0.63923], [-9.26670, -3.96655, -1.25308], [-10.32842, -5.19920, -0.53158], [-6.73555, 1.88123, 1.49937], [-6.89523, 0.97168, 3.04778], [-5.78392, -0.01797, 3.09724], [-8.39477, 0.08175, 2.58785], [-5.82893, 2.48490, 1.54702], [-6.66222, 1.18398, 0.66316], [-7.60114, 2.53460, 1.37143], [-8.21735, -0.50311, 1.68310], [-9.20478, 0.79417, 2.42369], [-8.66200, -0.58782, 3.40592], [-3.39768, 4.19208, 2.40970], [-2.42985, 5.59687, 2.98260], [-2.84670, 5.88839, 4.38710], [-3.22730, 6.82013, 1.91954], [-3.09222, 3.30902, 2.97129], [-4.46116, 4.38018, 2.57678], [-3.20714, 4.02518, 1.34877], [-4.30058, 6.84301, 2.11790], [-3.04312, 6.56906, 0.87377], [-2.79784, 7.79844, 2.13729], [10.30125, 2.62505, -2.91869], [8.58585, 2.34485, -2.43462], [8.19508, 0.99912, -2.94138], [7.87207, 3.57098, -3.54903], [10.93208, 1.92882, -2.36641], [10.41953, 2.45078, -3.98948], [10.58808, 3.64809, -2.66980], [8.14070, 3.33783, -4.58091], [8.23643, 4.56377, -3.28025], [6.78767, 3.54293, -3.44179], [-1.81399, 7.75645, -11.69665], [-1.29738, 7.68813, -9.96966], [-0.02079, 6.91690, -9.91552], [-2.61564, 6.58704, -9.42156], [-1.09952, 8.36994, -12.24533], [-1.82995, 6.75124, -12.12101], [-2.80454, 8.20887, -11.76317], [-2.58139, 5.65443, -9.98711], [-3.58072, 7.07650, -9.56073], [-2.46785, 6.37429, -8.36296], [-4.11498, -6.11199, 1.60605], [-3.62384, -6.12904, 3.34138], [-2.35050, -6.90071, 3.43787], [-4.95438, -7.21211, 3.90175], [-3.39092, -5.51632, 1.05015], [-4.12715, -7.12987, 1.21164], [-5.10346, -5.65972, 1.51196], [-4.91390, -8.16182, 3.36482], [-5.91638, -6.72506, 3.73293], [-4.82335, -7.39322, 4.96843], [4.15381, -4.85972, 8.02664], [4.19196, -3.07818, 8.30546], [5.04122, -2.47847, 7.23903], [5.18353, -3.14447, 9.81179], [3.60944, -5.05117, 7.10192], [5.17099, -5.24452, 7.93509], [3.63970, -5.34771, 8.85625], [6.13678, -3.63595, 9.60928], [4.63683, -3.68726, 10.58458], [5.36640, -2.12401, 10.14792], [-11.12407, 4.95300, 4.06729], [-10.52068, 4.39572, 2.46149], [-10.18953, 2.94791, 2.58783], [-8.96715, 5.31061, 2.51616], [-12.08084, 4.46873, 4.26202], [-10.41306, 4.67850, 4.84815], [-11.26382, 6.03497, 4.04870], [-8.39034, 5.01354, 3.39374], [-9.17548, 6.38122, 2.54726], [-8.39977, 5.07916, 1.61470]]}



4.
{"formula": "C9H17N4O", "method": "wB97M-V/def2-TZVPD", "charge": 1, "smiles": "CC(C)N1[C@@H](O)[N@@H+]2N=CC=CN2[C@H]1C", "species": ["C", "C", "C", "N", "C", "O", "N", "N", "C", "C", "C", "N", "C", "C", "H", "H", "H", "H", "H", "H", "H", "H", "H", "H", "H", "H", "H", "H", "H", "H", "H"], "positions_angstrom": [[-1.57988, 1.70942, 1.41511], [-1.24598, 1.00251, 0.06134], [-2.61657, 0.80764, -0.54703], [-0.71945, -0.37439, 0.26314], [0.02432, -0.73586, 1.33389], [-0.15130, -1.89954, 1.87687], [1.53550, -0.68471, 0.61711], [2.41329, 0.22877, 1.19430], [2.90451, 1.22304, 0.53273], [2.82950, 1.21314, -0.90427], [1.96103, 0.35349, -1.54081], [1.27451, -0.60258, -0.85101], [-0.19520, -0.95317, -0.97110], [-0.50505, -2.40571, -1.18533], [-2.26653, 1.16144, 2.02031], [-0.78906, 1.99709, 2.21831], [-2.04392, 2.57472, 1.22434], [-0.66535, 1.73356, -0.42108], [-3.31141, 0.83083, 0.24010], [-2.78853, -0.12014, -0.86646], [-2.87639, 1.57723, -1.34332], [0.08316, -0.05593, 2.09711], [0.01023, -2.64772, 1.28537], [2.05484, -1.47378, 0.92797], [3.46843, 1.98940, 0.98499], [3.49342, 1.99473, -1.25712], [1.70498, 0.21032, -2.52815], [-0.38581, -0.31120, -1.91261], [-0.12231, -3.04128, -0.45525], [-0.02952, -2.66064, -2.06175], [-1.46548, -2.64068, -1.44771]]}



| no. | energy (eV) |
| --- | --- |
| 1 | -45974.11407 |
| 2 | -165428.33034 |
| 3 | -221435.16842 |
| 4 | -17604.78814 |